# C3H5NO2

The molecule C3H5NO2 (ωB97M-V/def2-TZVPD, OMol25).

```
! wB97M-V def2-TZVPD RIJCOSX def2/J DEFGRID3
* xyz 0 1
C -0.71 0.18 0.56
O -0.20 -1.20 -0.09
C 0.44 0.98 0.22
H 0.65 1.95 0.67
C 0.71 -0.86 -1.02
H -0.06 0.06 1.57
H -2.48 -0.10 1.22
H 1.54 -1.57 -1.06
O 1.32 0.47 -0.54
N -1.96 0.53 0.61
H 0.32 -0.60 -2.02
*
```

Strongest force on any atom, eV Å⁻¹: 0.468
M, g mol⁻¹: 87.08
HOMO level, eV: -8.33
Energy relative to the best compared isomer or geometry (same formula, charge and spin), kJ/mol: 482.0
Frontier orbital gap, eV: 8.1
Lowest unoccupied orbital energy, eV: -0.20

# H18NeO9

A structure of composition H18NeO9 (ωB97M-V/def2-TZVPD, OMol25).

```
! wB97M-V def2-TZVPD RIJCOSX def2/J DEFGRID3
* xyz 0 1
H 4.99 17.60 21.87
O 3.16 15.86 23.84
H -0.70 18.44 26.81
H 0.27 17.44 26.22
H -1.41 18.07 22.52
H 5.13 15.80 26.28
O 3.87 20.56 20.61
H 3.28 16.24 22.97
O 4.09 17.67 21.55
H 0.14 21.33 21.46
O -0.20 20.49 21.17
H 4.09 16.36 25.33
O 4.46 16.48 26.21
H -1.13 20.65 21.00
O 4.81 19.50 26.38
O 0.14 18.01 26.98
Ne 2.17 19.25 23.40
H 3.96 19.53 26.81
H -0.39 16.31 24.56
O -1.10 18.77 23.09
O 0.41 16.82 24.40
H 4.71 20.86 20.28
H 0.14 17.49 23.77
H 3.24 20.83 19.94
H 2.25 16.08 24.06
H 3.99 18.59 21.30
H -0.59 19.35 22.52
H 5.00 18.57 26.28
*
```

Strongest force on any atom, eV Å⁻¹: 0.976
M, g mol⁻¹: 182.32
HOMO level, eV: -10.29
Energy relative to the best compared isomer or geometry (same formula, charge and spin), kJ/mol: 13.5
Frontier orbital gap, eV: 10.2
Lowest unoccupied orbital energy, eV: -0.04

# C7H13N2O

A cluster of 2 separate species, C7H13N2O in total at a distorted geometry (ωB97M-V/def2-TZVPD, OMol25).

```
! wB97M-V def2-TZVPD RIJCOSX def2/J DEFGRID3
* xyz 1 1
N 1.34 -0.28 0.46
H 1.45 -1.18 0.90
O -3.33 -0.85 0.36
H -2.38 0.79 -0.42
C 0.12 0.13 0.17
C 2.73 1.68 0.05
H 3.69 2.05 -0.26
H -6.07 -0.73 -0.85
H 5.45 0.48 0.14
H -6.15 0.28 0.44
H -5.59 0.83 -1.01
H 0.04 1.08 -0.35
H 1.98 2.42 0.30
C -1.02 -0.59 0.46
C 3.88 -0.86 -0.24
H -4.31 -0.44 0.03
H 3.46 -1.81 -0.51
C 2.51 0.39 0.15
C -2.29 -0.17 0.10
H -0.95 -1.54 0.99
C 5.13 -0.51 -0.15
H 5.92 -1.22 -0.37
N -5.60 0.04 -0.38
*
```

Strongest force on any atom, eV Å⁻¹: 5.450
M, g mol⁻¹: 141.19
HOMO level, eV: -12.26
Energy relative to the best compared isomer or geometry (same formula, charge and spin), kJ/mol: 303.8
Frontier orbital gap, eV: 8.4
Lowest unoccupied orbital energy, eV: -3.83

# C20H34O16P

A cluster of 5 separate species, C20H34O16P in total at a distorted geometry (ωB97M-V/def2-TZVPD, OMol25).

```
! wB97M-V def2-TZVPD RIJCOSX def2/J DEFGRID3
* xyz -1 1
O -3.35 -5.32 2.25
C 5.14 0.97 -2.28
C 1.33 1.21 -2.00
O 3.52 -2.10 -3.54
H 8.27 0.69 -1.81
H 3.45 -2.05 -2.57
H 2.60 1.89 -3.59
C 3.74 0.36 -2.48
H 5.48 1.46 -3.20
C -0.36 0.92 2.49
O 0.50 -0.96 -1.20
H 5.37 0.14 0.10
O 5.21 -0.62 -4.63
C -3.45 -3.03 2.39
C -5.68 0.34 1.50
C 6.35 -0.04 -0.33
H -4.63 3.05 -1.49
H 0.16 1.83 2.23
O -3.94 -3.64 3.59
O -0.39 0.79 4.79
H 1.31 1.31 -0.93
O -1.96 2.36 -2.09
H -6.96 0.31 3.99
H 5.10 1.75 -1.52
H 0.65 1.97 -2.38
H 7.02 0.74 0.00
H -3.55 1.86 -3.32
O -4.73 -0.14 2.33
C -6.26 1.04 3.57
H -2.72 -4.14 0.65
O -6.53 1.16 2.16
O -2.42 1.74 5.07
C 0.26 0.18 3.66
H 5.92 -1.04 -2.16
H -2.43 -2.69 2.56
P 3.73 -0.55 -3.96
C -1.92 2.72 -0.79
C 7.57 0.23 -2.50
O -5.74 0.07 0.34
O -3.12 2.49 -0.19
C -4.07 2.15 -1.21
C -3.18 1.65 -2.33
H -6.41 2.00 4.06
H -0.47 0.31 1.60
C 6.21 -0.04 -1.85
C -3.74 -4.98 3.50
O -3.89 -5.75 4.39
H -4.59 -0.09 4.42
O -1.65 1.27 3.03
H 6.68 -1.01 0.02
H 3.12 2.31 -2.00
H 0.03 -0.89 3.66
C -3.51 -4.17 1.40
C 2.71 1.50 -2.58
H -0.25 0.02 -2.81
H 8.04 -0.68 -2.85
H -4.12 1.39 3.58
C -1.56 1.30 4.36
H 5.31 -1.46 -5.09
H 7.49 0.89 -3.36
O -0.96 3.16 -0.25
C 0.73 -0.13 -2.37
H 1.24 -1.59 -1.18
H -2.97 0.58 -2.24
H 1.31 -0.66 -3.10
H 1.34 0.31 3.73
H -4.48 -4.24 0.90
H -4.06 -2.18 2.11
H -4.76 1.39 -0.84
O 2.74 -0.19 -4.99
C -4.82 0.57 3.59
*
```

Strongest force on any atom, eV Å⁻¹: 1.144
M, g mol⁻¹: 561.45
HOMO level, eV: -3.12
Frontier orbital gap, eV: 5.0
Lowest unoccupied orbital energy, eV: 1.91